Computed, not measured: one molecule with the formula C17H15F3N4O3S, with ωB97M-V/def2-TZVPD.

```
43
Properties=species:S:1:pos:R:3:lowdin_charge:R:1
O -2.31783 -0.33547 -2.22337 0.0789
C -1.28578 -0.45146 -1.53464 -0.2488
C -1.34362 -0.65472 -0.09108 -0.1560
N -2.42758 -0.77154 0.74784 0.0459
N -2.09163 -1.14855 2.00430 0.0668
C -0.77275 -1.18094 1.97805 -0.0946
C -0.23130 -0.96854 0.64973 -0.0938
C 1.19054 -1.06499 0.07747 -0.2334
C 1.59108 -2.51928 -0.26275 -0.2313
C 3.06553 -2.80979 -0.49080 -0.1091
C 2.43280 -3.21722 0.79516 -0.1228
N 1.25411 -0.32285 -1.22132 -0.0574
S 1.75907 1.38345 -0.85391 0.8100
O 2.12458 2.05701 -2.12924 -0.3210
O 2.99037 1.31837 -0.01497 -0.3285
C 0.40902 2.21733 0.11508 -0.2572
C 0.53511 2.18040 1.51783 -0.0332
C -0.56561 2.48643 2.33964 0.0329
C -1.79471 2.78727 1.73393 -0.0814
C -3.06030 3.14604 2.52613 -0.5483
F -4.09643 2.35422 2.12578 0.1239
F -2.89867 2.81377 3.82361 0.1318
F -3.32638 4.46034 2.39514 0.1576
C -1.87480 2.85749 0.34914 -0.0603
N -0.81147 2.56456 -0.39912 0.1103
C 0.10687 -0.49369 -2.14052 -0.3744
C 0.33651 -0.10291 -3.55891 -0.0388
C 0.27446 -1.58705 -3.20175 -0.0284
H -3.42099 -0.62931 0.44832 0.1891
H -0.15717 -1.50849 2.82328 0.1170
H 1.88612 -0.70602 0.83809 0.1341
H 0.84215 -3.13434 -0.78586 0.1465
H 3.32353 -3.63169 -1.16036 0.1039
H 3.78962 -2.00928 -0.50063 0.1068
H 2.71370 -2.65994 1.69793 0.1074
H 2.21348 -4.29339 0.93277 0.1104
H 1.43169 1.80264 1.98975 0.1101
H -0.41324 2.42760 3.41732 0.1305
H -2.78181 3.10313 -0.18560 0.1355
H -0.53095 0.31775 -4.10911 0.1318
H 1.32831 0.25886 -3.81294 0.1068
H -0.59979 -2.17943 -3.52335 0.1231
H 1.20412 -2.15574 -3.12607 0.1077
```

Calculated values
HOMO-LUMO gap, eV: 9.06
Multiplicity: 1
Strongest force on any atom, eV Å⁻¹: 4.86
Energy above the lowest of the compared OMol25 structures with the same formula, charge and spin, kcal/mol: 0.00
HOMO energy, eV: -9.8
Energy, hartree: -1799.22865
SMILES: O=C1c2[nH]ncc2[C@@H](C2CC2)N(S(=O)(=O)c2ccc(C(F)(F)F)cn2)C12CC2